Here is the ion C4H9N2O with charge +1 from OMol25. Energies are from ωB97M-V/def2-TZVPD.

Cartesian coordinates (Å):
1 C 1.5427 0.8838 0.4836
2 C 2.6377 -1.0048 -0.4473
3 C -0.1983 0.2021 -0.8438
4 C -2.0999 0.0923 0.8358
5 N 2.3960 -0.1479 0.4550
6 N -1.7294 0.1962 -0.5817
7 O 0.3954 0.9957 0.0871
8 H 1.7963 1.7929 1.1019
9 H 3.1679 -1.8033 0.0090
10 H 2.3220 -0.9699 -1.4141
11 H 0.2189 -0.7500 -0.9379
12 H -1.7389 -0.8640 1.1491
13 H -1.5194 0.6703 1.3924
14 H -3.1384 0.0713 0.8295
15 H -2.0320 1.1240 -0.8646
16 H -2.0206 -0.4888 -1.2542

Results
- Total charge: +1
- Energy: -342.126786 Ha
- Gap between HOMO and LUMO: 0.2735 hartree
- Highest occupied orbital energy: -12.05 eV

Here is the ion C4H9N2O with charge +1 from OMol25. Energies are from ωB97M-V/def2-TZVPD.

Cartesian coordinates (Å):
1 C 0.3461 0.2850 1.7498
2 C -0.7666 -1.2195 0.1026
3 C -0.4681 -0.3415 -1.1505
4 C 1.1746 1.2824 -1.4843
5 N -0.5239 -0.6129 1.4337
6 N 0.8000 0.0218 -1.0911
7 O 0.4048 0.8343 2.8712
8 H -1.7290 -1.7384 0.2349
9 H -0.1013 -2.1677 0.1556
10 H -0.5281 -1.0141 -1.9674
11 H -1.2614 0.3168 -1.3083
12 H 1.5217 1.2001 -2.5673
13 H 1.8688 1.8256 -0.7437
14 H 0.4528 2.0009 -1.7437
15 H -0.9816 -1.3162 1.9947
16 H -0.2087 0.6434 3.5138

Results
- Total charge: +1
- Energy: -342.088396 Ha
- Gap between HOMO and LUMO (alpha / beta): 0.2289 / 0.3439 hartree
- Highest occupied orbital energy (alpha / beta): -13.27 / -14.28 eV

Here is a structure of composition C4H9N2O from OMol25. Energies are from ωB97M-V/def2-TZVPD.

Cartesian coordinates (Å):
1 C 0.2617 0.2574 -0.9513
2 C -0.3940 0.3499 -2.1660
3 C 1.6279 0.5292 -0.6464
4 C -0.9058 -0.8573 2.7097
5 N -0.7363 -0.6312 0.4668
6 N -0.3220 -0.2454 1.5629
7 O 0.4648 0.6252 1.7505
8 H -1.2857 0.8055 -1.8935
9 H -0.6990 -0.5819 -2.7763
10 H 0.0764 1.0480 -2.9466
11 H 1.9258 0.5459 0.3274
12 H 1.9085 1.4792 -1.0906
13 H 2.2599 0.0240 -1.3495
14 H -0.8924 -2.0048 2.6042
15 H -1.9384 -0.5618 2.7068
16 H -0.3570 -0.6564 3.6850

Results
- ⟨S²⟩: 2.021
- Total charge: +1
- Energy: -341.964276 Ha
- Spin multiplicity: 3
- Gap between HOMO and LUMO (alpha / beta): 0.2797 / 0.2732 hartree
- Highest occupied orbital energy (alpha / beta): -12.63 / -16.19 eV